Formula: C25H40F3N4O10SSi2Tl
Source: the OMol25 dataset
Level of theory: the ωB97M-V functional and the def2-TZVPD basis

## Properties
largest force on an atom: 1.25 eV Å⁻¹
energy above the lowest of the compared OMol25 structures with the same formula, charge and spin: 34.9 kcal/mol
molar mass: 906.229 g mol⁻¹
HOMO (spin up / spin down): -8.59 / -8.90 eV
E_tot: -3397.32332 Eh

```
86
Properties=species:S:1:pos:R:3:forces:R:3:lowdin_charge:R:1
Tl 0.38987 -0.43163 -0.03571 0.2788 -0.0856 -0.4935 0.9663
O 5.17112 -2.44852 1.21869 -0.1268 0.0499 -0.0566 0.1205
C 3.88878 -2.41060 0.81081 0.0878 -0.0089 -0.0638 -0.5062
O 3.54232 -2.18224 -0.31571 0.1229 0.0913 0.1186 0.1182
C 2.95889 -2.68301 1.97348 -0.1021 0.0193 -0.0895 -0.1232
O 1.62563 -2.74333 1.55617 -0.2236 -0.1469 -0.1024 -0.2223
C 1.31493 -3.95570 0.82829 0.2339 0.1677 0.2643 -0.1030
C 0.40079 -3.79707 -0.38549 -0.3705 0.2549 -0.5435 -0.6778
O 0.09809 -4.87775 -0.88200 -0.0248 0.4022 0.0930 0.0415
O 0.02420 -2.62695 -0.76635 0.2094 -0.6854 0.4651 -0.2201
H 5.72551 -2.24822 0.45126 0.0722 0.0033 -0.0667 0.1333
H 3.07126 -1.86399 2.68532 -0.0386 0.0430 0.0480 0.1409
H 3.28486 -3.59992 2.46975 0.0106 -0.0609 0.0705 0.1463
H 0.83767 -4.66056 1.51258 0.0447 -0.0242 0.0499 0.1317
H 2.22998 -4.41834 0.45798 0.0283 0.0185 0.0229 0.1348
C -4.06950 3.70392 1.81221 0.0283 -0.0609 -0.0444 -0.0405
O -3.40771 2.43305 1.84066 -0.0957 0.1391 0.0865 -0.0055
C -2.20409 2.30121 1.27476 0.0398 -0.0397 -0.2205 -0.5609
O -1.67750 1.20416 1.22299 -0.0347 0.0937 0.1943 -0.0415
N -1.63077 3.41698 0.76026 -0.0657 -0.1825 0.0303 0.0106
N -0.36939 3.36410 0.16526 0.1321 0.0215 -0.0466 0.0725
H -5.06179 3.52843 2.20557 -0.0808 -0.0265 0.0605 0.0994
H -4.15310 4.07943 0.79148 -0.0020 -0.0333 0.0068 0.1015
H -3.55360 4.42589 2.44680 0.0086 0.0079 0.0230 0.0981
H -1.97973 4.33619 0.93965 -0.0598 0.1347 0.0496 0.1225
H 0.22035 2.75807 0.72582 0.1122 -0.0398 0.0329 0.0495
H -0.46448 2.91761 -0.73981 0.0280 -0.0489 -0.0822 0.0845
C 5.10124 1.81304 2.42084 0.3162 -0.0713 0.1119 -0.1779
Si 3.41517 2.24537 1.75278 -0.1571 -0.1927 -0.0401 0.3724
C 3.26473 4.09382 1.67235 -0.0414 0.3194 -0.0259 -0.1866
C 2.11917 1.55078 2.92862 -0.1997 0.0181 0.1627 -0.1793
C 3.25969 1.42498 0.10351 0.3048 -0.0333 0.0107 -0.2240
Si 3.61540 2.00190 -1.62250 -0.2803 -0.0769 0.1208 0.3652
C 5.28040 1.33747 -2.10895 0.3431 -0.1359 -0.0818 -0.1749
C 3.60394 3.85321 -1.75663 -0.0286 0.3743 -0.0149 -0.1850
C 2.33857 1.27470 -2.77429 -0.2004 -0.1088 -0.2395 -0.1980
H 5.27543 2.31928 3.37844 0.0032 -0.0875 -0.1100 0.0379
H 5.88520 2.13014 1.72313 -0.0636 -0.0571 0.1193 0.0337
H 5.20733 0.73315 2.58156 0.0105 0.1422 -0.0231 0.0286
H 3.30537 4.51592 2.68383 -0.0145 -0.0347 -0.1263 0.0391
H 2.32651 4.41632 1.20544 0.1304 -0.0187 0.0614 0.0233
H 4.09538 4.51986 1.09939 -0.1383 0.0093 0.0860 0.0268
H 2.54207 1.40128 3.92817 -0.0587 0.0316 -0.0786 0.0355
H 1.74137 0.58775 2.56932 0.0332 0.0487 0.0705 -0.0179
H 1.26190 2.22901 3.03679 0.0911 -0.1389 -0.0445 0.0294
H 3.37568 0.33822 0.17774 -0.1321 0.0115 -0.0124 -0.0211
H 6.05638 1.64663 -1.40024 -0.0506 -0.0641 -0.0933 0.0315
H 5.56575 1.70149 -3.10275 -0.0113 -0.0710 0.1010 0.0383
H 5.25111 0.24184 -2.14036 0.0613 0.1336 0.0029 0.0342
H 4.42850 4.29565 -1.18702 -0.1055 -0.0120 -0.0921 0.0283
H 2.66656 4.28665 -1.38555 0.1532 -0.0540 -0.0722 0.0311
H 3.72490 4.15316 -2.80429 -0.0180 -0.0098 0.1277 0.0382
H 2.26972 0.19056 -2.61408 -0.0494 0.1314 -0.0488 0.0284
H 2.60845 1.43748 -3.82704 -0.0620 -0.0047 0.1956 0.0443
H 1.35044 1.72335 -2.60582 0.1123 -0.1190 -0.0362 0.0184
F -5.70827 -0.45088 -4.49893 0.0030 -0.0254 -0.1759 0.1539
C -4.64169 -1.19519 -4.83767 0.0348 -0.0583 0.2116 -0.5864
F -5.02863 -2.47566 -4.84673 -0.0406 0.0346 -0.1139 0.1674
F -4.27996 -0.85968 -6.08696 -0.1527 -0.0225 -0.0396 0.1368
C -3.52080 -0.97404 -3.85992 0.0647 0.0583 -0.0621 -0.0954
C -2.28231 -0.53330 -4.28375 0.1127 0.0190 -0.0608 0.0200
C -1.30388 -0.31373 -3.32745 -0.0400 -0.0684 0.2684 -0.1078
N -1.51415 -0.49345 -2.02104 -0.1227 0.0690 -0.1546 -0.0014
C -2.71288 -0.94731 -1.63718 0.2655 0.0869 0.1566 -0.0931
C -3.74650 -1.20546 -2.51552 -0.0762 -0.0990 0.0939 0.0461
H -2.07487 -0.36805 -5.33230 -0.0017 0.0049 0.0602 0.1223
H -0.31093 0.00666 -3.62355 -0.0216 0.0459 0.0482 0.1024
H -2.85146 -1.10851 -0.56922 0.0374 0.0647 -0.2118 0.0977
H -4.69356 -1.58484 -2.15269 -0.1035 0.0173 0.0616 0.1109
N -1.04521 -1.56397 2.23935 0.5082 -0.0702 1.1420 0.1639
C -2.22994 -2.07549 1.93862 -0.7672 -0.2900 -0.6561 -0.2584
C -3.38782 -1.23635 2.06459 0.5914 -0.0847 0.2030 -0.0064
C -4.56917 -1.67978 1.60421 -0.5443 -0.7704 -0.4790 -0.0157
C -4.65137 -2.96447 0.96174 0.5175 0.1594 0.2339 -0.1665
C -3.51440 -3.82674 0.89829 -0.8326 0.2871 -0.1129 0.0143
C -2.32304 -3.39417 1.37215 0.2682 0.5008 0.3380 0.0351
S -6.20250 -3.39630 0.21665 0.0431 -0.1429 0.3148 0.3902
O -5.96440 -4.65124 -0.44882 -0.0539 0.0031 -0.0649 -0.3139
O -7.03520 -3.44066 1.40554 -0.0860 -0.0320 -0.0508 -0.2982
O -6.43944 -2.24882 -0.63791 -0.0043 0.1566 -0.2474 -0.3208
H -0.26136 -2.19168 2.40831 0.1114 0.2429 -0.3189 0.1090
H -1.05506 -0.68975 2.75143 0.1933 0.0223 -0.1977 0.1162
H -3.28298 -0.24420 2.48830 0.0631 -0.1229 -0.0122 0.1094
H -5.46523 -1.07315 1.67050 0.0297 -0.1334 -0.0757 0.1333
H -3.61815 -4.79632 0.42359 -0.0767 0.1253 0.0162 0.1327
H -1.43379 -4.00765 1.27927 -0.0800 0.0885 0.0492 0.1112
```
Positions in Å, forces in eV/Å.

=====

Formula: C3H4N2O
Source: the OMol25 dataset
Level of theory: the ωB97M-V functional and the def2-TZVPD basis

## Properties
largest force on an atom: 0.95 eV Å⁻¹
energy above the lowest of the compared OMol25 structures with the same formula, charge and spin: 36.3 kcal/mol
molar mass: 84.078 g mol⁻¹
SMILES string: Oc1ccn[nH]1
HOMO: -9.36 eV
E_tot: -301.42936 Eh

```
10
Properties=species:S:1:pos:R:3:forces:R:3:lowdin_charge:R:1
O -1.99301 0.41023 0.29849 0.0063 0.0958 0.1087 0.0666
C -0.67677 0.15512 0.09745 0.3291 0.0790 -0.0913 -0.4012
C 0.41902 0.95403 0.09286 -0.0556 0.0542 0.1327 -0.0059
C 1.49084 0.03917 -0.14492 0.1005 -0.0237 -0.0652 -0.1672
N 1.08172 -1.18994 -0.33958 0.0856 0.4097 -0.1931 0.0153
N -0.28378 -1.13644 -0.17289 -0.1613 0.3028 -0.1844 0.0143
H -2.24545 -0.02838 1.12449 -0.1028 0.0771 -0.2555 0.1212
H 0.44168 2.02669 0.18707 0.1015 -0.0777 0.2951 0.1026
H 2.55059 0.26122 -0.16772 -0.1183 -0.0216 -0.0108 0.1010
H -0.78485 -1.49170 -0.97525 -0.1849 -0.8954 0.2639 0.1534
```
Positions in Å, forces in eV/Å.

=====

Formula: C33H19Cl88NO5
Source: the OMol25 dataset
Level of theory: the ωB97M-V functional and the def2-TZVPD basis

## Properties
largest force on an atom: 4.46 eV Å⁻¹
molar mass: 3629.381 g mol⁻¹
HOMO: -9.53 eV
E_tot: -42196.17101 Eh

```
146
Properties=species:S:1:pos:R:3:forces:R:3:lowdin_charge:R:1
C -0.39254 1.37958 -2.21074 0.1114 0.2667 -0.3247 -0.1500
C -1.76947 1.62107 -3.03709 1.0000 -0.2902 0.9602 -0.2408
C -2.12145 0.34774 -3.93158 0.4263 0.6182 -0.5103 -0.1706
C -3.50031 0.44454 -4.72890 1.5163 -0.6236 -1.1421 -0.2140
O -4.65548 -0.04491 -4.00377 -0.2056 2.2538 0.3487 -0.1419
C -5.43414 1.01742 -3.45919 -1.3578 0.8677 1.4866 -0.1930
C -5.56639 1.08794 -1.82999 1.0957 -0.7309 2.3592 -0.2912
O -4.72884 0.79606 -0.95948 -2.3802 0.5883 -3.0570 0.0678
N -6.89993 1.63808 -1.45055 1.0977 -0.0246 -1.4419 0.0768
C -7.40424 2.21148 -2.74211 -0.4560 -0.2248 -0.6920 -0.2768
C -8.87399 2.84402 -2.74783 0.3825 -0.1244 0.2924 -0.0745
C -9.61613 2.81878 -4.15429 -2.4775 2.5542 0.7666 -0.1801
O -10.59324 3.60261 -4.31012 3.2705 -3.0190 0.3118 -0.0763
C -7.02881 1.04258 -3.76820 0.1252 -0.2143 -1.3385 -0.1575
C -7.70155 -0.40996 -3.57918 0.9184 -1.1858 -0.0091 -0.1626
O -8.96777 -0.37730 -2.87428 1.3848 2.0083 0.1494 -0.2208
O -9.57019 -1.60183 -2.99443 -0.5345 -2.1818 -0.1016 -0.1097
H 0.44048 1.00048 -2.90916 -1.2772 0.4266 1.0077 0.0664
H -0.52567 0.64721 -1.35227 0.0927 0.7838 -1.1933 0.0529
H 0.00817 2.35246 -1.75063 -0.7481 -1.3014 -0.6795 0.0742
H -2.57540 1.79558 -2.25232 0.8337 -0.0780 -1.1421 0.0947
H -1.57902 2.57897 -3.64489 -0.6840 -1.5190 0.6047 0.1123
H -2.05568 -0.61998 -3.33032 -0.3132 1.3331 -0.6618 0.1294
H -1.29362 0.27400 -4.73342 -1.2229 0.0601 1.0871 0.1034
H -3.39490 -0.23325 -5.65424 -0.2702 0.9275 1.4427 0.0605
H -3.62790 1.50386 -5.15159 -0.1016 -1.3586 0.8173 0.1380
H -5.03186 2.07940 -3.66753 -0.3773 -1.7019 -0.2634 0.1641
H -7.51479 0.87807 -1.12500 0.3420 0.4297 -0.0564 0.0940
H -6.74206 3.11312 -2.96585 -0.5825 -1.2904 0.1305 0.1468
H -8.76425 3.95272 -2.45750 -0.3120 -1.6988 -0.5123 0.0704
H -9.52706 2.38362 -1.92430 0.7327 0.4105 -1.4032 0.1329
H -9.27530 2.16531 -5.02224 -0.2671 0.5279 1.0636 0.1297
H -7.25266 1.24143 -4.88100 0.6559 0.3909 1.7617 0.1042
H -7.02256 -1.14242 -2.99654 -0.6716 1.1776 -0.7505 0.1485
H -7.84901 -0.90750 -4.61561 -0.0223 1.0245 2.4920 0.0190
H -9.26906 -2.18776 -2.24934 0.0177 1.0189 -0.5072 0.0695
C 2.97526 -0.20359 -0.05586 0.0027 0.0067 -0.0084 -2.0144
Cl 1.92919 0.74676 1.02023 0.1533 -0.1275 -0.1653 0.5199
Cl 4.00591 -1.27470 0.91575 -0.1769 0.2048 -0.1651 0.4863
Cl 1.97043 -1.17701 -1.14960 0.1848 0.0942 0.1878 0.5295
Cl 3.99623 0.89297 -1.00847 -0.2112 -0.1731 0.1714 0.5005
C -9.08165 -2.90747 1.14888 0.0310 0.0322 0.2581 -1.9971
Cl -8.62456 -1.32296 0.49266 0.0051 -0.2986 -0.0316 0.5298
Cl -10.81988 -2.91945 1.51365 0.2800 0.0043 -0.0995 0.5229
Cl -8.71868 -4.16991 -0.04900 -0.0538 0.1499 0.0811 0.5286
Cl -8.16448 -3.22046 2.63500 -0.1053 0.4507 -0.3468 0.5029
C 6.72302 -3.24955 3.67647 0.0535 -0.0638 0.0339 -2.0108
Cl 6.31289 -1.58697 4.15035 0.0272 -0.2291 -0.0580 0.5060
Cl 8.47976 -3.48092 3.78851 -0.2712 0.0402 -0.0301 0.5091
Cl 5.90530 -4.39265 4.76121 0.1446 0.1860 -0.2229 0.5026
Cl 6.19301 -3.53638 2.00543 0.1195 0.0118 0.2549 0.5061
C 7.01007 2.99773 1.34269 -0.0284 -0.0785 -0.0206 -1.9890
Cl 6.94486 2.63491 -0.39328 0.0355 -0.1214 0.6173 0.4741
Cl 6.64548 1.52624 2.26948 0.0295 0.1973 -0.1291 0.5075
Cl 8.63508 3.57708 1.76464 -0.2813 -0.1133 -0.0963 0.5000
Cl 5.81403 4.25241 1.73000 0.2878 -0.2316 -0.1691 0.4895
C 4.32070 -5.50483 8.40475 -0.0137 -0.0420 0.0610 -2.0223
Cl 3.17671 -5.73143 9.74611 0.3977 0.0352 -0.0802 0.4996
Cl 3.92602 -6.63221 7.08798 0.3545 0.1099 0.1692 0.4846
Cl 4.20877 -3.83645 7.80681 -0.0455 -0.2538 0.1348 0.5052
Cl 5.97253 -5.81971 8.97672 -0.2543 0.0575 -0.1076 0.5221
C -7.59083 6.54240 -0.27651 0.0149 0.0165 0.1265 -2.0121
Cl -8.19228 6.59929 -1.94578 0.0572 0.0863 0.1653 0.5240
Cl -8.90010 6.97794 0.84099 0.2102 -0.0770 -0.2057 0.5231
Cl -7.02909 4.89718 0.08187 0.0599 0.2442 -0.1830 0.5031
Cl -6.24610 7.68694 -0.08874 -0.2236 -0.2005 -0.0514 0.5275
C 12.12525 -5.62470 4.01667 -0.0392 0.0087 0.0514 -2.0103
Cl 13.51383 -6.73128 4.06373 0.0312 0.4639 0.2283 0.4944
Cl 12.60928 -4.04097 4.65726 -0.5437 -0.2728 -0.5845 0.4875
Cl 11.57024 -5.44005 2.33769 0.0652 0.0161 0.2169 0.5057
Cl 10.80799 -6.28695 5.00807 0.2205 0.1154 -0.1663 0.5129
C 11.84885 -10.40515 3.00085 -0.1306 0.0514 -0.0594 -2.0060
Cl 10.70218 -10.62194 4.33892 0.1538 0.0824 -0.3575 0.4943
Cl 11.45800 -11.54347 1.69449 0.0822 0.1590 0.2086 0.5246
Cl 11.73685 -8.74163 2.39191 -0.2055 -0.6078 -0.1314 0.4823
Cl 13.50002 -10.71334 3.58080 -0.2160 0.0489 -0.0496 0.5143
C -0.16610 -7.22689 7.37074 0.0112 0.0879 -0.0048 -2.0168
Cl 0.02199 -8.19441 8.84845 -0.0083 0.1463 -0.2227 0.5155
Cl 0.36155 -8.18018 5.96772 -0.0624 0.1364 0.2103 0.5143
Cl -1.87222 -6.77505 7.17180 0.2594 -0.0893 0.0284 0.5190
Cl 0.82519 -5.75977 7.49506 -0.6495 -0.1601 -0.1568 0.4806
C 10.92990 -11.19757 8.74882 0.0818 -0.0315 0.0112 -2.0283
Cl 9.47000 -10.28448 8.31159 0.2083 -0.1258 0.0420 0.5081
Cl 10.46508 -12.79592 9.36814 0.0629 0.2581 -0.0984 0.5169
Cl 11.95568 -11.39401 7.31306 -0.1309 0.0054 0.3845 0.4883
Cl 11.82710 -10.31486 10.00200 -0.1543 -0.1313 -0.1963 0.5154
C -10.67483 6.53819 -6.92095 -0.0294 -0.0080 0.0799 -2.0223
Cl -10.24708 8.12394 -7.59849 -0.0622 -0.2291 0.0776 0.5119
Cl -12.41245 6.49861 -6.55880 0.3136 -0.0010 -0.0602 0.5240
Cl -10.28626 5.26680 -8.09908 -0.0488 0.1823 0.1766 0.5126
Cl -9.75339 6.26304 -5.42885 -0.1092 0.2008 -0.3047 0.5242
C -5.90427 -1.76072 -7.28151 0.0837 -0.1072 -0.1211 -1.9670
Cl -7.22410 -0.78614 -6.59493 0.4799 -0.2476 -1.1889 0.6269
Cl -4.97834 -2.51318 -5.96777 -0.2283 0.0463 -0.2509 0.5780
Cl -6.58537 -3.02742 -8.32304 0.0876 0.2330 0.1654 0.5374
Cl -4.83377 -0.71566 -8.23792 -0.2538 -0.1491 0.1602 0.5100
C 12.84868 3.61746 1.87709 0.0347 -0.0520 0.0347 -2.0216
Cl 12.78205 3.25418 0.13944 0.0295 0.0446 0.2873 0.4999
Cl 12.48350 2.14732 2.80370 0.0373 0.2479 -0.1646 0.5191
Cl 14.47406 4.19505 2.29860 -0.2755 -0.0856 -0.0749 0.5225
Cl 11.65457 4.87359 2.26633 0.2268 -0.1384 -0.0594 0.4987
C 15.25834 -3.08351 7.87794 0.0678 -0.1209 0.0394 -2.0219
Cl 13.88595 -2.16926 8.53800 0.1987 -0.1418 -0.1136 0.5159
Cl 16.18523 -3.80469 9.21097 -0.1315 0.1350 -0.1786 0.5146
Cl 14.65412 -4.36823 6.81121 0.5100 0.2756 0.6164 0.4751
Cl 16.30727 -1.98990 6.95133 -0.1711 -0.1685 0.1370 0.5162
C -13.30735 -1.17625 -3.18444 0.0935 0.0598 -0.0328 -2.0201
Cl -12.85358 0.41284 -3.83516 -0.0487 -0.2473 0.1211 0.5290
Cl -15.04846 -1.19750 -2.83286 0.2560 0.0006 -0.0540 0.5178
Cl -12.92877 -2.43569 -4.37823 -0.0567 0.1879 0.1929 0.5221
Cl -12.39782 -1.48429 -1.69103 -0.2820 0.0319 -0.0837 0.5154
C -8.95362 -6.81213 4.51821 -0.0156 -0.0539 -0.0553 -2.0194
Cl -8.84951 -5.36594 5.54471 -0.0163 -0.2064 -0.1436 0.5087
Cl -8.75735 -6.34508 2.81629 -0.1043 -0.4453 0.3075 0.4813
Cl -7.67006 -7.95295 4.97099 -0.1998 0.1893 -0.0671 0.5184
Cl -10.53758 -7.58361 4.74184 0.2541 0.1361 -0.0274 0.5198
C 9.12172 4.18133 -3.30926 -0.0312 0.0067 0.0528 -2.0066
Cl 10.26391 4.07501 -1.95284 -0.2160 0.0217 -0.2126 0.4910
Cl 7.50761 4.58580 -2.69153 0.4684 0.1402 -0.4365 0.4501
Cl 9.65757 5.44383 -4.43854 -0.0772 -0.1783 0.1566 0.5226
Cl 9.05823 2.61969 -4.15351 0.0034 0.2287 0.1335 0.5247
C 4.02509 6.69097 -3.26655 -0.0653 0.0576 -0.0653 -2.0159
Cl 5.41874 6.61508 -4.36476 -0.3192 0.1236 0.1077 0.4984
Cl 2.79556 5.51979 -3.78834 0.2014 0.1463 0.0930 0.5191
Cl 4.55185 6.29989 -1.61512 -0.0493 0.0247 -0.2161 0.5054
Cl 3.33669 8.32706 -3.29662 -0.1464 -0.5094 0.0149 0.4956
C 3.98736 5.56667 5.11343 -0.0327 -0.0288 0.0206 -2.0262
Cl 2.61517 6.47705 5.77872 0.2207 -0.1390 -0.1063 0.5178
Cl 4.91176 4.83455 6.44135 -0.1388 0.1148 -0.2263 0.5173
Cl 3.38420 4.28870 4.03740 -0.0028 0.2104 0.2613 0.4926
Cl 5.03842 6.66709 4.19689 -0.1667 -0.1379 0.1527 0.5023
C 5.21813 12.02335 -3.49674 0.0789 -0.0279 0.0086 -2.0277
Cl 4.63174 12.09863 -5.17160 0.0804 -0.0233 0.2606 0.5150
Cl 3.89288 12.43200 -2.38677 0.1871 -0.0769 -0.1680 0.5135
Cl 5.79742 10.38222 -3.14644 0.1623 0.4965 -0.0514 0.4851
Cl 6.54836 13.18077 -3.28239 -0.2202 -0.1628 -0.0360 0.5161
C -0.88092 0.95973 -8.74608 0.0715 -0.0223 -0.0040 -2.0260
Cl -2.31178 1.93557 -9.14209 0.1810 -0.1471 0.0729 0.5081
Cl -1.39815 -0.62040 -8.12270 0.1626 0.2414 -0.0778 0.5024
Cl 0.10094 0.72785 -10.20712 -0.1774 0.0440 0.2512 0.5249
Cl 0.08281 1.79626 -7.51060 -0.1703 -0.1269 -0.1738 0.5136
C -10.32402 2.18697 2.52714 -0.0175 0.0319 -0.0032 -2.0182
Cl -11.66225 3.13195 3.21356 0.2058 -0.1397 -0.0992 0.5229
Cl -9.39278 1.43777 3.84107 -0.1384 0.0857 -0.2122 0.5216
Cl -10.97627 0.92206 1.46614 -0.0189 0.2514 0.1534 0.4866
Cl -9.26355 3.25469 1.58579 -0.2367 -0.2543 0.1942 0.4796
```
Positions in Å, forces in eV/Å.